(1)
This record from the Open Molecules 2025 dataset describes C3H2FInO2 as an isolated structure at a distorted geometry. The level of theory is wB97M-V/def2-TZVPD.

```
9
Properties=species:S:1:pos:R:3:lowdin_charge:R:1
F -1.720 1.370 -0.418 0.04
O -0.069 -1.210 -0.504 0.03
O 1.010 0.630 0.228 -0.08
C -1.530 -1.305 0.089 0.30
C -1.436 0.151 0.436 -0.05
C -0.084 0.197 -0.190 -0.23
H -2.165 -1.423 -0.805 0.17
H -1.622 0.489 1.460 0.19
In 2.520 -0.310 0.514 1.63
```

Net charge: +2
LUMO energy (alpha / beta) (eV): -11.697 / -14.384
Spin multiplicity: 1
DFT total energy (Eh): -554.95218
Energy relative to the best compared isomer or geometry (same formula, charge and spin) (kJ/mol): 286.29
HOMO level (alpha / beta) (eV): -21.3066 / -20.5242
Gap between HOMO and LUMO (alpha / beta) (hartree): 0.3531 / 0.2257

---

(2)
This record from the Open Molecules 2025 dataset describes C14H33LaN7O6 as an isolated structure at a distorted geometry. The level of theory is wB97M-V/def2-TZVPD.

```
61
Properties=species:S:1:pos:R:3:lowdin_charge:R:1
O -5.668 0.017 -2.300 -0.12
H -6.115 0.009 -3.151 0.08
La -0.917 -0.474 -0.513 2.03
N -0.544 -1.942 1.203 -0.37
N -2.646 -0.035 0.708 -0.45
N 0.929 -1.315 -1.647 -0.17
N -1.212 0.382 -2.511 -0.21
O 0.519 -2.667 1.345 -0.20
O 1.992 -2.067 -1.083 -0.03
O -2.319 1.275 -2.707 0.00
O -3.143 1.070 0.295 -0.18
C -2.360 -0.451 1.993 -0.27
C -1.297 -1.430 2.254 -0.26
C 1.093 -0.487 -2.706 -0.23
C -0.011 0.439 -3.110 -0.24
C -1.002 -2.018 3.600 -0.02
H 0.055 -1.790 3.860 0.08
H -1.103 -3.121 3.490 0.11
H -1.721 -1.607 4.337 0.08
C -3.370 0.102 2.936 -0.03
H -4.363 -0.069 2.465 0.11
H -3.208 1.198 2.962 0.10
H -3.263 -0.404 3.914 0.08
C 2.341 -0.581 -3.533 0.00
C 0.093 1.330 -4.311 0.00
H 2.820 -1.552 -3.297 0.10
H 3.023 0.259 -3.268 0.11
H 2.052 -0.528 -4.611 0.11
H -0.640 2.149 -4.164 0.10
H -0.209 0.730 -5.203 0.13
H 1.138 1.706 -4.401 0.10
H 1.627 -2.380 -0.189 0.09
H -2.969 1.058 -1.973 0.09
C -4.874 -1.162 -2.201 -0.15
H -4.588 -1.238 -1.158 0.07
H -3.957 -1.022 -2.771 0.06
H -5.427 -2.054 -2.538 0.10
O -1.388 -2.990 -1.280 -0.12
H -0.517 -2.822 -1.699 0.02
H -1.116 -3.141 -0.334 0.04
C 1.279 3.496 1.838 -0.03
N 2.133 2.331 1.721 -0.13
C 3.436 2.347 2.366 -0.01
C 1.708 1.219 1.072 -0.39
N 0.495 1.198 0.506 0.01
N 2.527 0.094 0.988 -0.20
C 3.674 0.106 0.098 -0.06
C 2.655 -0.806 2.119 -0.06
H 1.826 4.246 2.419 0.09
H 0.327 3.254 2.357 0.11
H 1.027 3.919 0.843 0.11
H 3.505 1.546 3.117 0.09
H 4.237 2.213 1.626 0.09
H 3.535 3.329 2.850 0.10
H -0.026 2.039 0.590 0.02
H 4.604 0.305 0.658 0.09
H 3.743 -0.882 -0.379 0.08
H 3.539 0.850 -0.699 0.10
H 1.788 -0.718 2.788 0.09
H 2.664 -1.842 1.750 0.08
H 3.593 -0.619 2.669 0.09
```

Net charge: +1
LUMO energy (alpha / beta) (eV): -4.680 / -4.680
Spin multiplicity: 1
DFT total energy (Eh): -1419.03166
Energy relative to the best compared isomer or geometry (same formula, charge and spin) (kJ/mol): 369.51
HOMO level (alpha / beta) (eV): -9.8672 / -9.8750
Gap between HOMO and LUMO (alpha / beta) (hartree): 0.1906 / 0.1909

---

(3)
This record from the Open Molecules 2025 dataset describes one molecule with the formula C5H8O. The level of theory is wB97M-V/def2-TZVPD.

```
14
Properties=species:S:1:pos:R:3:nbo_charge:R:1
C 0.483 -0.619 -1.304 -0.41
C 1.362 0.323 -0.519 -0.41
C -0.004 -0.023 -0.030 -0.12
C -1.143 0.941 0.249 -0.04
O -1.274 0.427 1.585 -0.53
C -0.384 -0.664 1.292 -0.04
H 0.047 -0.257 -2.232 0.22
H 0.744 -1.675 -1.315 0.22
H 2.217 -0.091 0.010 0.22
H 1.521 1.323 -0.917 0.21
H -0.901 2.010 0.232 0.18
H -2.054 0.758 -0.337 0.17
H 0.407 -0.770 2.043 0.18
H -0.936 -1.610 1.193 0.17
```

Net charge: 0
LUMO energy (eV): 1.073
Spin multiplicity: 1
DFT total energy (Eh): -270.47490
Energy relative to the best compared isomer or geometry (same formula, charge and spin) (kJ/mol): 217.91
HOMO level (eV): -9.5038
Gap between HOMO and LUMO (hartree): 0.3887
SMILES: C1CC12COC2

---

(4)
This record from the Open Molecules 2025 dataset describes a 12-piece molecular cluster, H26NO11 overall at a distorted geometry. The level of theory is wB97M-V/def2-TZVPD.

```
38
Properties=species:S:1:pos:R:3:nbo_charge:R:1
N -0.102 0.451 0.337 -0.87
H -0.702 1.098 -0.190 0.47
H -0.503 -0.508 0.309 0.46
H -0.110 0.775 1.301 0.46
H 0.867 0.372 -0.021 0.45
O -2.210 -0.864 1.952 -0.98
H -2.555 -1.412 1.251 0.50
H -2.905 -0.903 2.570 0.48
O 1.783 1.525 2.449 -0.97
H 2.272 0.890 3.016 0.48
H 2.432 1.970 1.894 0.49
O 3.481 -0.001 -0.409 -0.96
H 4.398 -0.137 -0.628 0.50
H 3.419 -0.295 0.472 0.49
O -3.018 1.939 0.178 -0.94
H -3.657 1.294 0.506 0.48
H -2.556 2.138 0.967 0.47
O 0.100 -1.164 3.482 -0.93
H 0.329 -0.377 3.898 0.45
H -0.828 -1.071 3.474 0.47
O 0.307 1.258 -2.309 -1.01
H 1.075 0.713 -2.552 0.49
H -0.438 0.737 -2.619 0.48
O 0.111 3.884 0.326 -0.94
H -0.734 4.073 0.006 0.47
H 0.561 3.630 -0.475 0.47
O 2.308 -0.452 -2.777 -0.99
H 2.796 -0.235 -3.538 0.49
H 2.727 -0.261 -1.931 0.50
O -2.169 -2.736 -0.435 -0.97
H -2.857 -3.349 -0.561 0.48
H -2.084 -2.324 -1.313 0.47
O -1.814 -0.766 -2.146 -0.95
H -1.340 -1.445 -2.655 0.49
H -2.652 -0.604 -2.554 0.50
O 1.404 -2.409 -0.144 -0.98
H 0.853 -3.193 -0.301 0.50
H 2.025 -2.238 -0.821 0.48
```

Net charge: +1
LUMO energy (eV): -2.818
Spin multiplicity: 1
DFT total energy (Eh): -897.76678
Energy relative to the best compared isomer or geometry (same formula, charge and spin) (kJ/mol): 74.65
HOMO level (eV): -14.0611
Gap between HOMO and LUMO (hartree): 0.4132

---

(5)
This record from the Open Molecules 2025 dataset describes a 7-piece molecular cluster, C6H23NO7 overall at a distorted geometry. The level of theory is wB97M-V/def2-TZVPD.

```
37
Properties=species:S:1:pos:R:3:nbo_charge:R:1
O 0.302 -3.803 0.341 -0.53
C 1.048 -2.872 0.514 0.46
C 0.725 -1.459 0.052 -0.19
C 1.972 -0.593 0.082 -0.40
C 1.704 0.884 0.421 -0.45
C 1.379 2.839 -1.132 -0.44
C 1.062 1.613 -0.728 -0.16
N 0.047 -1.517 -1.254 -0.89
H 2.004 -3.006 1.060 0.11
H 0.020 -1.040 0.778 0.24
H 2.633 -0.748 -0.760 0.20
H 2.594 -0.941 0.896 0.22
H 1.041 0.907 1.274 0.26
H 2.641 1.362 0.668 0.21
H 1.962 3.504 -0.497 0.19
H 0.893 3.457 -1.884 0.19
H 0.268 1.105 -1.247 0.19
H 0.621 -1.169 -2.007 0.39
H -0.196 -2.472 -1.518 0.39
H 2.638 -0.080 -2.995 0.48
H 1.267 0.231 -3.529 0.47
O 1.886 -0.509 -3.429 -0.93
H -1.683 1.513 2.070 0.48
H -1.829 0.061 1.587 0.51
O -1.150 0.762 1.765 -1.00
H -1.606 -0.601 -1.328 0.50
H -2.452 0.635 -0.692 0.50
O -2.388 -0.339 -0.820 -1.04
H -3.738 -0.822 1.180 0.47
H -2.694 -1.552 0.677 0.51
O -2.957 -1.236 1.569 -0.94
H -3.257 3.043 -0.676 0.48
H -1.799 2.919 -0.474 0.49
O -2.624 2.460 -0.272 -0.95
H -0.309 -1.398 3.941 0.46
H -0.284 -0.194 3.036 0.49
O 0.258 -0.948 3.330 -0.98
```

Net charge: 0
LUMO energy (eV): 0.131
Spin multiplicity: 1
DFT total energy (Eh): -823.81101
Energy relative to the best compared isomer or geometry (same formula, charge and spin) (kJ/mol): 91.85
HOMO level (eV): -9.1447
Gap between HOMO and LUMO (hartree): 0.3409
SMILES: C=CCC[C@@H](N)C=O.O.O.O.O.O.O

---

(6)
This record from the Open Molecules 2025 dataset describes one molecule with the formula C12H12N4O4S at a distorted geometry. The level of theory is wB97M-V/def2-TZVPD.

```
33
Properties=species:S:1:pos:R:3:nbo_charge:R:1
C -3.929 -1.047 1.583 -0.62
C -4.036 -0.743 0.095 -0.42
H -3.337 -1.359 -0.474 0.26
C -5.467 -0.895 -0.406 0.67
O -6.176 0.054 -0.640 -0.60
N -5.868 -2.177 -0.540 -0.82
H -6.806 -2.359 -0.858 0.41
H -5.254 -2.953 -0.375 0.40
S -3.599 1.009 -0.250 0.34
C -1.892 0.832 -0.130 0.28
N -1.205 -0.244 0.115 -0.36
N 0.097 0.116 0.089 -0.29
C 0.145 1.378 -0.166 0.46
O -1.098 1.910 -0.320 -0.42
C 1.352 2.235 -0.294 -0.48
C 2.588 1.383 -0.252 0.03
C 3.364 1.315 0.900 -0.20
C 4.488 0.514 0.943 -0.19
C 4.835 -0.227 -0.179 0.07
C 4.068 -0.174 -1.337 -0.19
C 2.949 0.632 -1.367 -0.19
H 2.346 0.678 -2.260 0.22
H 4.362 -0.764 -2.192 0.25
N 6.009 -1.062 -0.143 0.52
O 6.653 -1.083 0.884 -0.38
O 6.285 -1.689 -1.143 -0.38
H 5.102 0.450 1.828 0.25
H 3.086 1.891 1.770 0.22
H 1.285 2.783 -1.238 0.24
H 1.351 2.966 0.519 0.24
H -2.897 -0.931 1.905 0.24
H -4.240 -2.070 1.782 0.21
H -4.564 -0.371 2.151 0.22
```

Net charge: 0
LUMO energy (eV): -0.479
Spin multiplicity: 1
DFT total energy (Eh): -1382.57347
Energy relative to the best compared isomer or geometry (same formula, charge and spin) (kJ/mol): 72.01
HOMO level (eV): -8.9483
Gap between HOMO and LUMO (hartree): 0.3112
SMILES: C[C@H](Sc1nnc(Cc2ccc([N+](=O)[O-])cc2)o1)C(N)=O